(1)
Entry from the OMol25 dataset: C28H36BCrN9S6 as an isolated structure at a distorted geometry (ωB97M-V with the def2-TZVPD basis set).

Atoms and positions in Å:
Cr  0.2232  -0.0427  0.1894
C  1.2063  -0.0859  -3.3520
C  1.8549  0.8216  -2.3581
C  2.8587  1.7423  -2.6379
C  3.1633  2.3625  -1.4385
C  4.1567  3.4434  -1.1588
N  2.3744  1.8351  -0.4976
N  1.5575  0.8871  -1.0444
B  2.3410  2.1038  1.0193
N  0.9260  2.5789  1.3757
N  -0.1452  1.7513  1.1668
C  -1.2322  2.4348  1.5926
C  -2.6350  1.9372  1.6173
C  -0.8376  3.6840  2.0561
C  0.5309  3.7442  1.8929
C  1.4750  4.8588  2.2080
N  2.5891  0.7666  1.7551
N  1.8194  -0.3246  1.4698
C  2.2843  -1.3407  2.2203
C  1.7462  -2.7366  2.1809
C  3.3431  -0.8809  2.9995
C  3.5060  0.4540  2.6776
C  4.4917  1.4435  3.2115
H  1.4871  0.2309  -4.3546
H  1.5520  -1.1124  -3.2183
H  0.1195  -0.0614  -3.2676
H  3.3052  1.9373  -3.6034
H  4.6547  3.7238  -2.0838
H  3.6690  4.3303  -0.7499
H  4.9130  3.1164  -0.4428
H  3.1612  2.9207  1.3266
H  -2.7626  1.0997  0.9471
H  -2.8970  1.6479  2.6420
H  -3.3098  2.7364  1.3078
H  -1.4823  4.4575  2.4501
H  0.9169  5.7051  2.6013
H  2.2151  4.5568  2.9516
H  2.0123  5.1854  1.3157
H  1.3162  -2.9716  1.2134
H  2.5527  -3.4387  2.3874
H  0.9770  -2.8773  2.9411
H  3.9288  -1.4559  3.7023
H  5.1102  0.9666  3.9693
H  5.1426  1.8253  2.4234
H  3.9859  2.2969  3.6674
C  -0.2850  -3.4239  -2.6965
C  0.1416  -2.5416  -1.6264
N  0.4528  -1.8182  -0.8093
H  0.2633  -3.1661  -3.6037
H  -1.3465  -3.2511  -2.8676
H  -0.1126  -4.4665  -2.4370
N  -3.9274  -1.0618  1.5148
C  -2.8798  -1.8493  1.2836
S  -1.3451  -1.3388  1.8478
N  -3.1888  -3.0081  0.6787
C  -2.4609  -4.2178  0.4425
C  -3.0418  -5.0960  -0.4667
C  -2.4532  -6.3228  -0.7289
C  -1.2715  -6.6790  -0.0914
C  -0.7036  -5.8036  0.8260
C  -1.2962  -4.5779  1.1092
H  -3.7664  -0.1908  1.9884
H  -4.8786  -1.3635  1.3744
H  -4.1450  -3.0733  0.3694
H  -3.9707  -4.8257  -0.9629
H  -2.9200  -7.0005  -1.4341
H  -0.8112  -7.6398  -0.2911
H  0.2059  -6.0810  1.3494
H  -0.8658  -3.9208  1.8489
C  -4.9132  1.1463  -2.7095
S  -3.5832  1.0545  -3.9344
C  -2.4009  2.1070  -3.1794
C  -1.6182  1.7802  -2.1311
S  -1.6500  0.2233  -1.3272
S  -0.5233  3.0453  -1.6189
C  -0.9310  4.2405  -2.8026
S  -0.1958  5.6970  -2.8755
S  -2.1863  3.7060  -3.8559
H  -5.7429  0.5634  -3.1175
H  -5.2307  2.1788  -2.5756
H  -4.5832  0.7181  -1.7616

Computed properties:
Molecular weight   753.9 g/mol
Total charge   +1
HOMO-LUMO gap (spin up / spin down)   0.2323 / 0.2549 hartree
⟨S²⟩   3.793
2S+1   4
Relative energy (zero: lowest compared OMol25 entry of this formula, charge and spin)   0.00 kJ/mol

(2)
Entry from the OMol25 dataset: C28H36Cl2IMgNS as an isolated structure at a distorted geometry (ωB97M-V with the def2-TZVPD basis set).

Atoms and positions in Å:
Mg  -0.1380  0.5469  -0.4263
C  -1.3094  0.0425  1.6687
C  -0.1358  -0.7666  1.5406
C  0.9968  0.1401  1.5571
C  0.4119  1.4403  1.7956
C  -0.9625  1.3956  1.8850
C  -1.9434  2.4940  2.3056
C  -1.2485  3.8565  2.3747
C  -2.5592  2.1399  3.6427
C  -3.0465  2.5317  1.2477
C  2.5221  -0.0014  1.8271
C  3.3307  1.2493  1.4330
C  3.2388  -1.1502  1.1011
C  2.7992  -0.1346  3.3566
C  -0.2160  -2.2990  1.5362
C  0.6050  -3.0467  0.4533
C  -1.6729  -2.7739  1.3714
C  0.2702  -2.8310  2.9173
H  -2.3168  -0.3499  1.7868
H  0.9855  2.3282  1.8193
H  -0.4954  3.8963  3.1635
H  -2.0085  4.6186  2.6227
H  -0.8175  4.0726  1.3866
H  -1.8379  2.1127  4.4513
H  -3.0409  1.1633  3.6010
H  -3.3021  2.8784  3.9280
H  -2.7487  2.7449  0.2328
H  -3.8011  3.2693  1.5513
H  -3.5568  1.6007  1.2488
H  3.4420  1.3392  0.3381
H  4.3197  1.2019  1.8272
H  2.8676  2.2139  1.7345
H  3.2440  -1.0825  0.0176
H  2.9056  -2.1561  1.3465
H  4.2777  -1.0907  1.3752
H  2.5617  0.8005  3.8780
H  3.8523  -0.3703  3.5182
H  2.2262  -0.9676  3.8365
H  -0.0784  -3.3220  -0.3632
H  0.9946  -3.9875  0.8690
H  1.3946  -2.4517  0.0199
H  -2.1016  -2.3939  0.4583
H  -2.3052  -2.5157  2.2226
H  -1.6264  -3.8546  1.2652
H  1.3189  -2.6591  3.0868
H  0.0969  -3.9159  2.9496
H  -0.2993  -2.4200  3.7366
Cl  2.2523  0.2991  -1.9971
C  1.6958  1.0340  -3.4932
C  2.3039  0.6747  -4.7209
C  1.7863  1.1845  -5.8915
C  0.6605  2.0181  -5.8136
C  0.0636  2.3499  -4.5893
Cl  -1.4733  3.1721  -4.5733
C  0.5880  1.9118  -3.3714
S  -0.0159  2.4797  -1.8025
H  3.1594  0.0196  -4.7786
H  2.2524  0.9936  -6.8649
H  0.2388  2.3958  -6.7468
I  -3.9041  0.1109  -1.6111
C  -2.4529  -1.1239  -2.4365
C  -2.8658  -1.9677  -3.4739
C  -1.9282  -2.7437  -4.1093
C  -0.6413  -2.7419  -3.6265
C  -0.2917  -1.8997  -2.6089
N  -1.1788  -1.0931  -2.0129
H  -3.8947  -1.9141  -3.7600
H  -2.2348  -3.3538  -4.9575
H  0.1091  -3.3882  -4.0726
H  0.6781  -1.9545  -2.1839

Computed properties:
Molecular weight   640.8 g/mol
Total charge   0
HOMO-LUMO gap   0.2834 hartree
Relative energy (zero: lowest compared OMol25 entry of this formula, charge and spin)   0.00 kJ/mol

(3)
Entry from the OMol25 dataset: C28H36F3N4PdSb as an isolated structure (ωB97M-V with the def2-TZVPD basis set).

Atoms and positions in Å:
Pd  -1.1137  0.0764  0.5931
C  -0.5870  -2.0354  2.8868
C  -0.9116  -0.6594  3.4607
N  -0.4812  0.4189  2.5252
C  -0.9240  1.7761  2.9621
C  -2.2591  2.1562  2.3475
N  -2.1198  2.2071  0.8865
C  -3.3779  2.3971  0.1416
C  -3.9259  1.0991  -0.4391
C  -3.1143  0.5028  -1.5950
N  -1.9281  -0.3503  -1.2431
C  -2.2288  -1.8120  -1.2114
C  -3.0785  -2.1527  -0.0047
N  -2.4397  -1.6190  1.2271
C  -1.6753  -2.6376  1.9890
H  -0.4193  -2.7302  3.7106
H  0.3666  -1.9665  2.3537
H  -0.3859  -0.5120  4.4059
H  -1.9769  -0.5362  3.6639
H  0.5371  0.4068  2.5453
H  -0.1599  2.4872  2.6411
H  -0.9769  1.8129  4.0519
H  -2.5945  3.1091  2.7694
H  -3.0231  1.4130  2.5930
H  -1.4700  2.9460  0.6447
H  -3.2014  3.1090  -0.6663
H  -4.1371  2.8456  0.7889
H  -4.9206  1.3171  -0.8344
H  -4.0801  0.3706  0.3595
H  -2.7443  1.3168  -2.2213
H  -3.7689  -0.1068  -2.2212
H  -1.2649  -0.2276  -2.0047
H  -1.2687  -2.3287  -1.1778
H  -2.7437  -2.1074  -2.1297
H  -3.2128  -3.2339  0.0590
H  -4.0723  -1.7182  -0.1048
H  -3.1847  -1.2878  1.8304
H  -1.2182  -3.3193  1.2714
H  -2.3719  -3.2261  2.5906
F  5.9584  0.3135  3.5497
C  4.9560  0.2686  2.6775
C  4.0167  1.2862  2.6936
C  2.9750  1.2319  1.7827
C  2.8853  0.1768  0.8728
C  3.8479  -0.8306  0.8779
C  4.8947  -0.7874  1.7858
Sb  1.2665  0.1502  -0.4553
C  1.5491  1.7093  -1.8261
C  2.7969  1.9270  -2.4111
C  2.9658  2.9464  -3.3321
C  1.8746  3.7371  -3.6528
F  2.0325  4.7182  -4.5360
C  0.6261  3.5492  -3.0870
C  0.4732  2.5267  -2.1635
C  1.4755  -1.5642  -1.6473
C  1.4676  -2.8278  -1.0514
C  1.5055  -3.9726  -1.8293
C  1.5309  -3.8316  -3.2079
F  1.5581  -4.9287  -3.9596
C  1.5303  -2.5963  -3.8282
C  1.5043  -1.4559  -3.0366
H  4.1213  2.0993  3.3988
H  2.2520  2.0429  1.7664
H  3.8010  -1.6466  0.1670
H  5.6618  -1.5492  1.8066
H  3.6470  1.3073  -2.1499
H  3.9212  3.1409  -3.7996
H  -0.1898  4.2004  -3.3689
H  -0.4957  2.3735  -1.6959
H  1.4456  -2.9303  0.0296
H  1.5202  -4.9626  -1.3940
H  1.5614  -2.5393  -4.9077
H  1.5209  -0.4832  -3.5139

Computed properties:
Molecular weight   713.8 g/mol
Total charge   +2
HOMO-LUMO gap (spin up / spin down)   0.2812 / 0.2812 hartree
Relative energy (zero: lowest compared OMol25 entry of this formula, charge and spin)   1.53 kJ/mol

Q: What is the relative energy (zero: lowest compared OMol25 entry of this formula, charge and spin) in the third record?
A: 1.53 kJ/mol

Q: Which of these has the highest molecular weight?
A: C28H36BCrN9S6

Q: Which value of relative energy (zero: lowest compared OMol25 entry of this formula, charge and spin) does entry 1 give?
A: 0.00 kJ/mol